Molecular formula: C4H6N2O
Method: DFT, the ωB97M-V functional and the def2-TZVPD basis

The geometry in XYZ format:
```
13
Properties=species:S:1:pos:R:3:forces:R:3:mulliken_charge:R:1
H -2.007 1.954 0.359 0.039 -0.098 0.051 0.226
N -1.289 1.235 0.360 -0.218 -0.291 -0.127 -0.561
C -1.731 0.185 -0.188 -0.026 0.261 0.072 0.116
O -1.043 -0.943 -0.408 -0.031 0.069 -0.061 -0.373
C 0.293 -1.205 0.026 0.228 -0.110 0.060 -0.421
C 1.204 -0.049 0.452 -0.015 0.011 0.057 -0.507
C 1.568 0.854 -0.642 0.302 0.585 -0.757 0.302
N 1.895 1.544 -1.510 -0.349 -0.675 0.820 -0.431
H -2.744 0.036 -0.577 0.147 0.092 0.005 0.378
H 0.752 -1.728 -0.818 -0.049 0.034 0.156 0.298
H 0.225 -1.907 0.864 -0.027 0.139 -0.076 0.294
H 0.752 0.535 1.253 0.112 -0.071 -0.111 0.339
H 2.126 -0.509 0.830 -0.112 0.053 -0.090 0.338
```
Positions in Å, forces in eV/Å.

relative energy (zero: lowest compared OMol25 entry of this formula, charge and spin) = 155.8 kJ/mol
LUMO = 0.0274 Eh
strongest force on any atom = 1.12 eV/Å
gap between HOMO and LUMO = 11.2 eV
SMILES string = [H]/N=C/OCCC#N